The following is a quantum chemistry calculation of one molecule with the formula C3H4FNO2 at a distorted geometry, from the OMol25 dataset.

Cartesian coordinates (Å):
1 C 1.264 -0.382 0.302
2 C 0.473 0.867 0.539
3 C -1.208 -0.270 -0.557
4 N 0.882 -1.334 -0.432
5 O -0.593 0.950 -0.397
6 O -0.362 -1.287 -1.001
7 F -2.147 -0.123 -1.505
8 H 2.242 -0.483 0.742
9 H 0.086 0.901 1.571
10 H 1.085 1.754 0.364
11 H -1.723 -0.594 0.375

energy relative to the best compared isomer or geometry (same formula, charge and spin)	225.6	kJ/mol
HOMO level (spin up / spin down)	-0.217 / -0.382	Ha
gap between HOMO and LUMO (spin up / spin down)	0.2500 / 0.2773	Ha
E_tot	-421.56919	a.u.
max |F|	0.2183	hartree/bohr
lowest unoccupied orbital energy (spin up / spin down)	0.9 / -2.9	eV
spin multiplicity	3

***

The following is a quantum chemistry calculation of one molecule with the formula C7H10, from the OMol25 dataset.

Cartesian coordinates (Å):
1 C 0.984 0.747 -0.797
2 C -0.213 0.435 -1.723
3 C -1.278 -0.389 -1.132
4 C -1.500 -0.012 0.311
5 C -0.295 -0.194 1.234
6 C 0.547 -1.403 0.948
7 C 1.014 -0.016 0.530
8 H 0.925 1.801 -0.495
9 H 1.918 0.625 -1.352
10 H -0.823 1.352 -1.910
11 H 0.084 0.115 -2.730
12 H -1.762 1.064 0.302
13 H -2.365 -0.562 0.685
14 H -0.423 0.145 2.262
15 H 0.147 -2.166 0.283
16 H 1.103 -1.815 1.790
17 H 1.861 0.308 1.130

energy relative to the best compared isomer or geometry (same formula, charge and spin)	429.3	kJ/mol
HOMO level (spin up / spin down)	-0.292 / -0.292	Ha
gap between HOMO and LUMO (spin up / spin down)	0.2966 / 0.2966	Ha
E_tot	-272.55450	a.u.
max |F|	0.0107	hartree/bohr
lowest unoccupied orbital energy (spin up / spin down)	0.1 / 0.1	eV